Entry 1:
C37H86IN2O21P4S | ωB97M-V with the def2-TZVPD basis set

ORCA input file:
```
! RIJCOSX wB97M-V def2-TZVPD def2/J DEFGRID3
* xyz 1 1
C -2.0628 -0.7327 3.6027
C -2.5626 0.5041 2.8042
C -2.6787 0.3039 1.3079
C -1.4461 0.4226 0.3753
C -0.0363 0.4218 0.9794
C 0.5732 -0.9544 1.2667
C 1.5053 -1.0143 2.4728
C 1.7844 -2.4872 2.8280
C 2.1537 -3.2950 1.5818
C 2.5301 -4.7392 1.9360
C 2.7692 -5.6489 0.6876
C 2.5861 -4.9201 -0.6287
O 2.8664 -5.8549 -1.6989
C 2.7713 -5.2735 -2.9132
C 4.0113 -5.3610 -3.7458
O 1.7768 -4.7554 -3.3201
C -1.7641 -0.5281 -0.8311
C -0.5979 -1.1167 -1.6755
C -0.1547 -2.5537 -1.3341
O -0.6810 -3.5397 -2.1904
S -2.7026 0.4952 -2.0296
C -1.5658 1.4587 -2.9881
O -3.5729 1.4301 -1.3443
O -3.4371 -0.3576 -2.9329
C -2.7266 -1.5467 -0.1679
C -3.3716 -2.6880 -0.9655
C -3.0200 -4.0741 -0.4118
C -3.6677 -4.3881 0.9362
I -3.5913 -5.5994 -1.8005
N -3.5714 -0.8437 0.8485
C -4.9572 -0.4487 0.4293
C -6.0311 -1.4745 0.8245
C -7.0412 -1.5930 -0.3138
N -7.8537 -0.3626 -0.4088
H -2.8981 -1.1645 4.1548
H -1.5996 -1.4833 2.9649
H -1.3605 -0.4239 4.3739
H -3.5273 0.8031 3.2165
H -1.8860 1.3343 2.9916
H -3.2597 1.1732 1.0009
H -1.5480 1.4507 0.0195
H 0.6186 0.9613 0.2940
H -0.0637 1.0057 1.9002
H -0.2008 -1.7111 1.4150
H 1.1728 -1.2120 0.3960
H 2.4445 -0.4923 2.2733
H 1.0551 -0.5121 3.3341
H 0.8361 -2.8979 3.1931
H 2.5448 -2.5719 3.6021
H 2.9777 -2.7883 1.0723
H 1.2992 -3.3658 0.9140
H 1.6923 -5.1590 2.4925
H 3.4292 -4.7320 2.5489
H 3.7920 -6.0191 0.7121
H 2.0530 -6.4676 0.7024
H 3.2592 -4.0678 -0.7477
H 1.5667 -4.5642 -0.7748
H 4.9052 -5.1144 -3.1765
H 4.1374 -6.3791 -4.1177
H 3.9272 -4.7079 -4.6081
H 0.2431 -0.4281 -1.6239
H -0.9552 -1.1693 -2.7039
H -0.3253 -2.8195 -0.2980
H 0.9338 -2.5780 -1.4584
H -0.1966 -3.5275 -3.0233
H -0.9724 2.1304 -2.3732
H -0.9463 0.7885 -3.5777
H -2.1786 2.0127 -3.6958
H -2.0337 -2.0836 0.4915
H -3.0556 -2.6595 -2.0036
H -4.4604 -2.6340 -0.9892
H -1.9474 -4.1869 -0.2948
H -3.7359 -3.5128 1.5909
H -4.6810 -4.7716 0.8182
H -3.1163 -5.1475 1.4874
H -3.6927 -1.3873 1.7042
H -5.2272 0.5052 0.8731
H -4.9761 -0.3529 -0.6506
H -6.5851 -1.1544 1.7058
H -5.6281 -2.4744 0.9854
H -7.7005 -2.4499 -0.1922
H -6.5288 -1.7345 -1.2740
H -8.6590 -0.5406 -0.9983
H -7.3186 0.3135 -0.9462
C 5.5835 3.9439 1.3090
O 5.6903 3.2733 0.0402
P 4.3150 2.6658 -0.6190
O 3.8433 1.7861 0.4865
O 5.2205 1.8807 -1.7264
C 6.5625 2.2115 -2.0946
O 3.0157 2.4868 -1.6116
C 3.0215 3.1658 -2.8898
H 6.4838 4.5397 1.4404
H 4.7175 4.6015 1.3447
H 5.5179 3.2014 2.1011
H 7.2650 1.7551 -1.3981
H 6.7220 3.2857 -2.1326
H 6.7309 1.7999 -3.0879
H 3.5918 2.5898 -3.6184
H 3.4438 4.1661 -2.8068
H 1.9919 3.2539 -3.2301
C 2.1597 2.9032 -8.2275
O 3.4968 2.6110 -8.6742
P 4.4296 1.7199 -7.6960
O 4.4014 2.3859 -6.3825
O 5.7685 2.0307 -8.5584
C 5.7982 2.6338 -9.8547
O 4.9263 0.2218 -7.3563
C 5.1237 -0.7150 -8.4344
H 1.5866 3.2179 -9.0962
H 1.6836 2.0283 -7.7884
H 2.1933 3.7118 -7.5007
H 5.7676 3.7189 -9.7646
H 4.9808 2.2900 -10.4830
H 6.7395 2.3472 -10.3197
H 6.1008 -0.5527 -8.8867
H 4.3494 -0.6255 -9.1961
H 5.0834 -1.7163 -8.0143
C -0.7275 0.2145 9.5656
O 0.5821 -0.3341 9.3128
P 0.9065 -0.8053 7.8071
O -0.1718 -1.7236 7.4023
O 2.2746 -1.5739 8.1983
C 2.9307 -1.4891 9.4671
O 1.4898 -0.2605 6.4047
C 2.6095 0.6502 6.4246
H -0.6773 0.7561 10.5067
H -1.0331 0.9007 8.7783
H -1.4452 -0.5979 9.6497
H 2.4882 -2.1982 10.1653
H 2.8891 -0.4849 9.8808
H 3.9732 -1.7578 9.3080
H 3.5361 0.0896 6.5400
H 2.5229 1.3804 7.2292
H 2.6251 1.1792 5.4750
C -5.1824 3.5571 -0.2301
O -5.0287 4.4564 0.8923
P -3.9488 5.6352 0.6850
O -2.6929 4.9780 0.2798
O -3.9620 6.1086 2.2336
C -4.9052 5.6756 3.2142
O -3.8173 7.1281 0.1083
C -4.8748 8.0774 0.3618
H -6.1228 3.0210 -0.1031
H -5.2147 4.1030 -1.1710
H -4.3594 2.8549 -0.2417
H -4.5892 4.7258 3.6459
H -5.9070 5.5810 2.8030
H -4.9209 6.4288 3.9997
H -4.7502 8.5095 1.3535
H -5.8594 7.6163 0.2848
H -4.8000 8.8627 -0.3850
*
```

## Properties
- frontier orbital gap (eV) = 8.6
- max |F| (eV Å⁻¹) = 7.79

---

Entry 2:
C4H6N2O | ωB97M-V with the def2-TZVPD basis set

ORCA input file:
```
! RIJCOSX wB97M-V def2-TZVPD def2/J DEFGRID3
* xyz 0 1
C 0.4726 0.3174 0.7318
C 0.5125 1.5561 0.0556
N 1.4136 1.5607 -0.9179
N 1.9524 0.3355 -0.8703
C 1.4221 -0.4480 0.0960
H -0.1562 0.0142 1.5563
H -0.0784 2.4449 0.2375
H 2.6788 0.0991 -1.5270
H 1.7495 -1.4660 0.2539
C -2.4970 -1.0969 0.0926
O -1.7557 -1.9868 0.4267
H -3.5681 -1.2784 -0.1250
H -2.1462 -0.0518 -0.0102
*
```

## Properties
- SMILES string = c1cn[nH]c1.C=O
- energy above the lowest of the compared OMol25 structures with the same formula, charge and spin (kcal per mole) = 47.3
- frontier orbital gap (eV) = 10.2
- max |F| (eV Å⁻¹) = 0.59

---

Entry 3:
C5H11N | ωB97M-V with the def2-TZVPD basis set

ORCA input file:
```
! RIJCOSX wB97M-V def2-TZVPD def2/J DEFGRID3
* xyz 0 1
C -1.9070 0.8596 0.1579
C -1.4483 -0.4329 -0.5131
N -0.0034 -0.6887 -0.5380
C 0.6248 -1.3164 0.6078
C 0.9206 0.0948 0.2607
C 2.2048 0.5168 -0.4081
H -2.9777 1.0000 -0.0171
H -1.7421 0.8549 1.2399
H -1.3873 1.7254 -0.2647
H -1.9413 -1.2898 -0.0364
H -1.7904 -0.4185 -1.5552
H 0.0178 -1.5036 1.4970
H 1.3452 -2.1023 0.3809
H 0.4934 0.8327 0.9416
H 2.9878 0.7180 0.3317
H 2.0545 1.4246 -1.0039
H 2.5484 -0.2747 -1.0810
*
```

## Properties
- SMILES string = CCN1C[C@H]1C
- energy above the lowest of the compared OMol25 structures with the same formula, charge and spin (kcal per mole) = 29.7
- frontier orbital gap (eV) = 10.0
- max |F| (eV Å⁻¹) = 0.26

---

Entry 4:
C3H12NOS2 | ωB97M-V with the def2-TZVPD basis set

ORCA input file:
```
! RIJCOSX wB97M-V def2-TZVPD def2/J DEFGRID3
* xyz 2 2
N -0.1098 -1.1525 0.3717
C 0.4638 -1.4543 -1.0851
C 0.2122 -0.5398 -2.2509
S 0.7401 1.1414 -2.0996
S -0.2741 2.4153 -0.8365
C 0.8392 2.8351 0.5467
H 0.6064 -0.9352 1.0687
H -0.6201 -2.0246 0.5794
H -0.7777 -0.3347 0.4627
H 0.0219 -2.5388 -1.2752
H 1.5708 -1.5486 -1.0784
H 0.9117 -0.8953 -3.1795
H -0.8068 -0.6247 -2.5222
H 0.5627 3.8768 0.9172
H 1.7522 3.2081 0.2334
H 0.8200 2.1262 1.3316
H -2.6385 -0.9890 2.6552
H -1.4928 -1.4009 3.5364
O -1.7813 -1.1645 2.6242
*
```

## Properties
- energy above the lowest of the compared OMol25 structures with the same formula, charge and spin (kcal per mole) = 35.7
- frontier orbital gap (spin up / spin down) (eV) = 10.5 / 6.6
- max |F| (eV Å⁻¹) = 6.77

---

Entry 5:
C6H10O | ωB97M-V with the def2-TZVPD basis set

ORCA input file:
```
! RIJCOSX wB97M-V def2-TZVPD def2/J DEFGRID3
* xyz 0 1
C -0.1337 -0.0904 1.8825
C -0.0150 -0.0588 0.3729
C -1.1785 0.3406 -0.5802
C -0.0072 0.4555 -1.5714
C 0.8315 0.9928 -0.4006
O 0.4420 -0.8975 -1.7095
C 0.4580 -1.3297 -0.3411
H -1.1299 -0.4181 2.1971
H 0.0408 0.9010 2.3119
H 0.5964 -0.7758 2.3280
H -1.9444 -0.4111 -0.8005
H -1.6314 1.3012 -0.3197
H -0.0724 0.9258 -2.5527
H 0.5739 2.0169 -0.1140
H 1.9166 0.8573 -0.4531
H -0.2199 -2.1823 -0.2034
H 1.4734 -1.6273 -0.0461
*
```

## Properties
- energy above the lowest of the compared OMol25 structures with the same formula, charge and spin (kcal per mole) = 21.6
- frontier orbital gap (eV) = 10.3
- max |F| (eV Å⁻¹) = 0.37

---

Entry 6:
C25H42N2O28S8 | ωB97M-V with the def2-TZVPD basis set

ORCA input file:
```
! RIJCOSX wB97M-V def2-TZVPD def2/J DEFGRID3
* xyz 0 1
C 0.1731 -0.2102 -2.1158
C 1.3839 -1.1883 -1.5995
C 2.8356 -0.3602 -1.5348
C 1.0588 -2.0391 -0.2367
C 0.3649 -1.1800 0.9739
C 1.4529 -0.8759 2.1785
C 2.1100 -2.1109 3.0337
C 3.1685 -1.8355 4.2836
C 3.5259 -0.2549 4.6078
C 2.8563 0.9559 3.7054
N 3.0190 2.4601 3.7654
S 2.0154 3.2908 2.5766
N 1.2142 1.9493 1.7283
C 1.7964 0.7308 2.4692
H -0.8526 -0.4118 -1.5561
H 0.0650 -0.2511 -3.2878
H 0.5206 0.9042 -1.8716
H 1.5480 -1.9969 -2.4623
H 2.8069 0.5878 -2.2598
H 3.1620 -0.0925 -0.4436
H 3.6534 -1.1121 -1.9714
H 2.1141 -2.4085 0.1818
H 0.4481 -3.0454 -0.4369
H -0.1001 -0.1539 0.6584
H -0.4641 -1.8854 1.4635
H 1.7823 -3.2179 2.7327
H 3.5967 -2.7641 4.8531
H 4.2731 0.0326 5.4683
O -2.7318 -3.1003 1.8240
S -2.8623 -3.1583 0.3850
O -2.6126 -2.0245 -0.4744
O -4.3346 -3.7630 0.0319
C -4.1874 -4.9471 -0.7500
C -2.8416 -5.5405 -0.3420
O -1.9805 -4.4195 -0.1556
H -4.1875 -4.6599 -1.8064
H -5.0161 -5.6346 -0.5606
H -2.4371 -6.2156 -1.0999
H -2.9178 -6.0703 0.6134
O -7.5893 -8.2100 -3.9432
S -6.6467 -7.1570 -3.6369
O -5.4221 -7.3850 -2.9055
O -7.4600 -5.9390 -2.9208
C -7.2988 -4.7453 -3.6852
C -7.0868 -5.2081 -5.1242
O -6.2821 -6.3808 -5.0243
H -6.4183 -4.2155 -3.3079
H -8.1792 -4.1052 -3.5829
H -6.5909 -4.4511 -5.7364
H -8.0365 -5.4891 -5.5918
O 9.0611 -0.5649 5.0808
S 7.8076 0.1255 5.2891
O 6.8482 -0.2706 6.2936
O 7.0419 0.2335 3.8539
C 6.8087 1.6057 3.5413
C 7.9297 2.3776 4.2321
O 8.1268 1.7138 5.4784
H 5.8304 1.8855 3.9452
H 6.8107 1.7557 2.4583
H 7.6756 3.4283 4.3907
H 8.8629 2.3111 3.6628
O 0.8517 2.8819 -5.7915
S 0.1763 3.6242 -4.7504
O -1.2268 3.9624 -4.8084
O 1.0268 4.9849 -4.4626
C 1.4290 5.0140 -3.0942
C 1.5491 3.5517 -2.6733
O 0.4706 2.8857 -3.3261
H 0.6497 5.5264 -2.5209
H 2.3737 5.5536 -2.9857
H 1.4827 3.4232 -1.5903
H 2.4852 3.1131 -3.0348
O -3.0475 9.0012 -2.9550
S -3.1780 8.9431 -4.3940
O -2.9283 10.0770 -5.2534
O -4.6503 8.3384 -4.7471
C -4.5031 7.1543 -5.5290
C -3.1573 6.5609 -5.1210
O -2.2963 7.6819 -4.9346
H -4.5032 7.4415 -6.5854
H -5.3318 6.4668 -5.3396
H -2.7528 5.8858 -5.8789
H -3.2336 6.0311 -4.1656
O 6.2122 -4.2029 11.0369
S 5.1915 -3.9356 10.0480
O 4.2506 -4.9349 9.5980
O 5.9093 -3.2732 8.7427
C 5.3415 -1.9895 8.4878
C 4.8742 -1.4734 9.8461
O 4.3565 -2.6170 10.5220
H 4.4967 -2.1204 7.8040
H 6.0819 -1.3296 8.0279
H 4.1086 -0.6990 9.7565
H 5.7153 -1.0871 10.4316
O -5.3861 -0.9914 -3.4197
S -5.1587 0.2967 -4.0363
O -5.6918 0.6552 -5.3300
O -3.5538 0.5832 -4.0387
C -3.2849 1.7891 -3.3254
C -4.4063 1.9137 -2.2975
O -5.5785 1.4543 -2.9666
H -3.3098 2.6194 -4.0385
H -2.2983 1.7428 -2.8565
H -4.5390 2.9404 -1.9482
H -4.2285 1.2576 -1.4389
*
```

## Properties
- SMILES string = CC(C)CCc1cccc2nsnc12.O=S1(=O)OCCO1.O=S1(=O)OCCO1.O=S1(=O)OCCO1.O=S1(=O)OCCO1.O=S1(=O)OCCO1.O=S1(=O)OCCO1.O=S1(=O)OCCO1
- frontier orbital gap (eV) = 6.7
- max |F| (eV Å⁻¹) = 6.95

---

Entry 7:
C7H13N2OS | ωB97M-V with the def2-TZVPD basis set

ORCA input file:
```
! RIJCOSX wB97M-V def2-TZVPD def2/J DEFGRID3
* xyz 1 1
C 0.6830 -3.5682 -1.1543
S -0.8564 -2.5419 -1.2351
O -0.6959 -1.6342 0.1800
C -0.2132 -0.2672 0.2280
C 0.8986 -0.1654 -0.9914
N 1.2703 1.1645 -1.2500
C 0.3941 0.0109 1.5467
C 0.0160 1.2177 2.0492
C -1.0322 1.7312 1.2843
N -1.5659 2.9485 1.3294
C -1.3732 0.7785 0.2200
H 1.5589 -2.9655 -1.1764
H 0.8001 -3.9962 -0.2258
H 0.5349 -4.0181 -2.0688
H 0.2208 -0.4079 -1.8545
H 1.6503 -0.9356 -0.8484
H 2.1482 1.6455 -0.9003
H 0.9615 1.6028 -2.1438
H 1.1290 -0.6431 2.0338
H 0.4764 1.5072 2.9168
H -1.1963 3.6432 1.9724
H -1.9394 3.5550 0.5376
H -1.5887 1.0681 -0.7892
H -2.2809 0.2702 0.3398
*
```

## Properties
- SMILES string = CSO[C@]1(CN)C=CC(=[NH2+])C1
- energy above the lowest of the compared OMol25 structures with the same formula, charge and spin (kcal per mole) = 68.0
- frontier orbital gap (eV) = 6.7
- max |F| (eV Å⁻¹) = 3.76

---

Entry 8:
C4H11NO2 | ωB97M-V with the def2-TZVPD basis set

ORCA input file:
```
! RIJCOSX wB97M-V def2-TZVPD def2/J DEFGRID3
* xyz 0 1
C 1.5470 1.0556 -2.5152
N 1.7049 -0.0139 -1.4762
C 0.8003 -0.1113 -0.4892
C 1.0125 -0.7596 0.8397
O -0.4276 0.1303 -0.8091
H 0.8727 1.9017 -2.5350
H 2.4551 1.6043 -2.6603
H 1.4616 0.4762 -3.5238
H 2.8723 0.1737 -1.0030
H 2.0644 -0.9940 1.0260
H 0.3443 -1.6807 0.9322
H 0.7713 -0.0575 1.6730
C -2.7800 -0.5250 1.8009
O -1.8893 0.5427 2.0715
H -3.5147 -0.4947 2.6748
H -3.3005 -0.5546 0.6848
H -2.4726 -1.5336 2.0423
H -1.5217 0.8404 1.2666
*
```

## Properties
- SMILES string = CNC(C)=O.CO
- energy above the lowest of the compared OMol25 structures with the same formula, charge and spin (kcal per mole) = 77.1
- frontier orbital gap (eV) = 10.2
- max |F| (eV Å⁻¹) = 7.10